72
Properties=species:S:1:pos:R:3 method="wB97M-V/def2-TZVPD" e_lumo_ev=0.6 e_above_lowest_kcal_mol=57.4
C -14.222 7.072 -9.518
C -14.218 8.245 -8.551
C -15.460 9.028 -8.409
C -16.067 9.403 -9.694
N -16.562 9.697 -10.736
H -13.350 6.444 -9.336
H -14.142 7.297 -10.581
H -15.143 6.491 -9.556
H -13.408 8.908 -8.857
H -13.953 7.729 -7.628
H -15.188 9.948 -7.892
H -16.178 8.511 -7.773
C -23.509 11.670 4.032
C -24.829 10.833 4.103
C -24.441 9.318 3.991
C -23.627 8.869 5.083
N -22.998 8.545 5.964
H -22.927 11.718 4.952
H -23.706 12.741 3.977
H -22.868 11.481 3.170
H -25.454 11.127 3.260
H -25.250 11.063 5.082
H -23.829 9.183 3.099
H -25.311 8.667 3.903
C -20.107 2.362 -13.510
C -21.216 3.348 -13.763
C -21.107 4.717 -13.007
C -20.703 4.540 -11.579
N -20.482 4.389 -10.441
H -20.304 1.453 -14.079
H -20.138 2.260 -12.425
H -19.080 2.684 -13.687
H -22.160 2.900 -13.451
H -21.353 3.523 -14.830
H -22.130 5.094 -13.018
H -20.373 5.434 -13.376
C -31.533 5.731 -8.044
C -32.060 5.004 -6.787
C -31.669 5.662 -5.452
C -30.277 6.206 -5.329
N -29.234 6.679 -5.182
H -31.708 6.799 -7.914
H -32.012 5.505 -8.997
H -30.472 5.610 -8.259
H -31.675 3.984 -6.784
H -33.139 4.856 -6.747
H -31.822 5.108 -4.526
H -32.244 6.580 -5.331
C -12.760 16.206 -0.877
C -14.096 16.968 -1.116
C -15.237 15.970 -1.260
C -15.490 15.003 -0.134
N -15.675 14.255 0.695
H -11.853 16.722 -1.190
H -12.856 15.328 -1.516
H -12.674 15.931 0.175
H -14.118 17.583 -2.015
H -14.354 17.550 -0.230
H -15.181 15.286 -2.106
H -16.169 16.510 -1.428
C -21.018 5.321 -0.610
C -20.427 6.680 -0.945
C -21.022 7.261 -2.161
C -20.614 8.654 -2.469
N -20.284 9.807 -2.645
H -20.598 4.608 -1.321
H -22.105 5.396 -0.611
H -20.712 4.892 0.344
H -19.351 6.640 -1.114
H -20.658 7.423 -0.181
H -22.108 7.180 -2.105
H -20.691 6.669 -3.014